# 1
C12H22N2O10PrS2 | ωB97M-V/def2-TZVPD

Calculated values
Frontier orbital gap (spin up / spin down) in eV: 6.70 / 6.70
<S²>: 2.00
Multiplicity: 3
LUMO (spin up / spin down) in eV: 2.028 / 2.028
Charge: -1
Calculated total energy in Ha: -2645.9392

```
49
Properties=species:S:1:pos:R:3:forces:R:3
Pr 8.283847 8.835204 8.243548 -1.603 0.455 0.126
C 7.843667 6.137328 10.653540 0.363 0.513 1.098
C 7.876197 5.017756 9.606506 0.336 -1.279 0.409
O 9.030537 5.105560 8.741492 -1.468 -0.437 -0.990
C 8.581993 4.936414 7.347899 -0.247 0.375 1.071
C 9.407508 5.785458 6.419453 -0.053 1.646 0.321
O 9.840928 6.971349 7.123774 0.791 -0.041 -0.002
C 11.244338 7.004070 7.466071 -1.025 -0.969 -1.050
C 11.538555 8.304511 8.074942 -0.922 1.169 1.620
O 10.605521 8.619581 9.219899 0.778 0.132 -2.361
C 10.925010 8.195840 10.495431 0.840 0.086 0.815
C 10.140039 6.931512 10.843759 -0.200 0.660 -1.438
O 8.759188 7.242353 10.425866 0.731 -1.047 0.404
H 6.817537 6.540336 10.740548 0.637 0.036 -0.225
H 8.127123 5.750010 11.656588 -0.276 -0.002 -0.503
H 7.943172 4.050797 10.196235 -0.105 0.785 -0.740
H 6.928816 5.003447 9.027362 0.729 0.164 0.372
H 8.629480 3.893142 7.032271 -0.056 -0.144 0.168
H 7.555874 5.313118 7.309330 0.115 -0.227 -0.102
H 10.296789 5.298931 6.068828 0.353 -0.410 -0.483
H 8.773862 6.184036 5.596738 0.508 -0.612 0.266
H 11.527648 6.194419 8.157305 -0.387 -0.086 -0.205
H 11.848115 6.900514 6.535743 -0.261 0.069 0.479
H 12.527514 8.236516 8.463830 0.964 0.270 0.490
H 11.420710 9.166189 7.428282 -0.028 -0.147 -0.201
H 12.018668 8.017980 10.502882 -0.388 -0.181 0.512
H 10.722862 9.056738 11.173853 -0.072 -0.697 -0.213
H 10.596971 6.100893 10.254350 -0.846 0.352 0.353
H 10.231264 6.713655 11.901360 -0.391 -0.085 0.328
N 8.282814 11.614112 8.869299 -0.895 -0.870 1.343
C 7.009186 11.949616 9.497217 -1.369 -0.090 -0.556
C 5.864839 10.900993 9.394374 -1.787 0.095 -0.619
O 4.705529 11.243155 9.761171 1.517 0.295 0.305
N 6.082133 9.712650 8.825227 1.967 -0.021 0.429
C 4.953944 8.817053 8.850032 0.156 -0.108 0.341
C 5.258402 7.409931 8.259582 -0.384 2.164 0.441
O 4.341872 6.661807 7.968001 0.498 -0.522 0.007
O 6.537346 7.221265 8.167506 0.578 -0.794 -0.368
H 9.029248 12.108327 9.341591 0.149 -0.110 -0.247
H 8.248105 11.916117 7.891898 0.242 0.040 0.022
H 6.578613 12.839013 9.021570 -0.065 0.023 0.173
H 7.052787 12.164603 10.556957 0.473 0.085 0.310
H 4.107510 9.319734 8.433773 -0.747 -0.080 -0.836
H 4.631690 8.721378 9.886065 -0.111 -0.473 0.380
O 7.959009 9.474157 5.956671 1.077 -0.825 0.494
S 9.162235 10.400269 5.902531 0.272 0.031 -2.230
O 9.787634 10.344437 7.259851 0.684 -0.609 0.223
O 10.175932 9.995141 4.904861 -1.376 0.482 0.893
S 8.323516 12.155604 5.746123 0.303 0.938 -0.825
```
Positions in Å, forces in eV/Å.



# 2
C2H2S3 | ωB97M-V/def2-TZVPD

Calculated values
Frontier orbital gap in eV: 6.15
Multiplicity: 1
LUMO in eV: -2.818
Charge: 0
Calculated total energy in Ha: -1271.8678

```
7
Properties=species:S:1:pos:R:3:forces:R:3
C -0.368653 -0.252906 -0.271532 -1.431 3.280 -1.190
C 0.710230 -0.726247 0.409103 1.252 -4.216 1.678
S -0.984357 1.226767 -0.825692 -0.546 -0.316 0.184
S 1.098829 -2.355825 0.707547 -0.905 1.792 -0.864
S -0.581152 3.078844 -0.454836 0.795 -1.004 0.224
H -1.213712 -0.808715 -0.565772 -0.339 -1.632 -0.545
H 1.338815 -0.161919 1.001183 1.174 2.096 0.513
```
Positions in Å, forces in eV/Å.



# 3
C5H8O3Tb | ωB97M-V/def2-TZVPD

Calculated values
Frontier orbital gap (spin up / spin down) in eV: 5.71 / 7.13
<S²>: 12.98
Multiplicity: 7
LUMO (spin up / spin down) in eV: -6.188 / -4.710
Charge: +1
Calculated total energy in Ha: -1245.0437

```
17
Properties=species:S:1:pos:R:3:forces:R:3
O -2.728554 0.051006 0.134864 -0.737 0.478 0.040
C -3.917217 0.276583 0.012342 0.784 -0.816 -0.433
C -4.964001 -0.157460 0.984541 -0.503 0.391 0.163
H -4.302513 0.722011 -0.931907 0.158 0.109 0.207
H -5.860554 0.464173 0.839127 0.227 -0.209 0.195
H -5.259431 -1.192930 0.753446 0.202 0.237 0.091
H -4.612280 -0.084137 2.019815 -0.053 -0.162 -0.268
O 1.941284 -0.188214 0.057365 -4.015 -0.082 0.033
O 1.453403 1.934364 -0.405600 -5.133 -2.165 0.421
C 3.405612 0.064533 0.041844 0.612 0.122 0.134
C 4.037132 -1.014997 -0.821544 -0.184 -0.302 -0.204
C 1.009194 0.760590 -0.162058 5.501 0.127 -0.008
H 3.712153 -0.111861 1.087600 -0.346 0.014 -0.139
H 5.134314 -0.948120 -0.752018 -0.313 0.054 0.051
H 3.749038 -2.034490 -0.504091 0.093 0.421 -0.112
H 3.768636 -0.914687 -1.884126 0.065 -0.016 0.245
Tb 3.433777 2.373633 -0.469600 3.643 1.800 -0.413
```
Positions in Å, forces in eV/Å.



These records have molecular weight values of 559.4, 122.2, 275.0 g mol⁻¹, in the order they appear.
These records have ΔE to the lowest compared entry with this formula, charge and spin values of 0.00, 41.89, 0.00 kcal per mole, in the order they appear.